[1]
This record from the OMol25 dataset describes a molecular structure, C32H73AlBBrF5N4O3. The level of theory is ωB97M-V/def2-TZVPD.

Geometry as XYZ:
```
120
Properties=species:S:1:pos:R:3
C -0.28620 3.30151 4.80815
B -0.51552 4.56708 3.90728
O -1.04309 4.38720 2.63426
C -0.17708 6.01505 4.43006
O 1.16423 6.04776 4.92214
Al 1.15155 7.08267 6.38014
C 2.59866 8.51785 6.13199
F 2.55548 9.52752 7.07700
F 3.84796 7.93627 6.29519
C 2.65570 9.23800 4.76239
F 3.49242 8.63116 3.91117
F 1.44141 9.25035 4.19060
F 3.04681 10.52582 4.84857
O -0.52795 7.63776 6.12491
C -1.11580 6.48206 5.56757
C -2.54510 6.74794 5.09298
C -3.33497 7.66615 6.04304
C -3.83395 8.88637 5.29902
Br -5.05206 9.97068 6.37838
H -1.21489 2.98396 5.30064
H 0.08985 2.45823 4.22197
H 0.43454 3.54488 5.59244
H -0.67847 5.04891 2.03454
H -0.28454 6.79795 3.65078
H 1.30121 6.22910 7.72679
H -1.14601 5.67934 6.33233
H -2.51400 7.17653 4.08229
H -3.06685 5.78813 4.99937
H -4.20191 7.13610 6.44750
H -2.69482 7.97647 6.86898
H -3.01951 9.55128 5.01816
H -4.39926 8.61686 4.40836
C -3.43282 2.51916 0.76694
C -3.55755 2.22260 -0.71818
N -2.54865 2.90337 -1.51523
C -2.78696 2.82341 -2.94350
C -2.72001 1.44361 -3.61258
C -1.17231 2.70989 -1.08099
C -0.66117 1.26844 -0.97573
H -3.44242 3.59207 0.95867
H -4.26419 2.06733 1.31112
H -2.51172 2.11409 1.18688
H -4.53322 2.56055 -1.08005
H -3.54376 1.12780 -0.85798
H -2.07701 3.49306 -3.43761
H -3.77966 3.24731 -3.12708
H -1.69658 1.08002 -3.69990
H -3.13372 1.50356 -4.62169
H -3.29946 0.70032 -3.06303
H -1.06093 3.17994 -0.10129
H -0.53078 3.28259 -1.75576
H -1.38238 0.61719 -0.48328
H 0.25491 1.24740 -0.38094
H -0.42810 0.83722 -1.94942
C -0.56103 -0.60693 5.73426
C -1.24551 -0.44050 4.38770
N -0.66140 -1.26638 3.34280
C -1.08702 -0.88720 2.00922
C -2.56780 -1.04867 1.64715
C -0.60712 -2.69108 3.61635
C -1.92734 -3.41253 3.92001
H 0.51226 -0.43543 5.64183
H -0.96182 0.12018 6.44122
H -0.71845 -1.60010 6.15885
H -1.13651 0.59667 4.06806
H -2.32769 -0.61097 4.51325
H -0.47879 -1.44384 1.28924
H -0.81764 0.16523 1.87574
H -2.85258 -2.08945 1.49041
H -2.76463 -0.51087 0.71737
H -3.21816 -0.62330 2.41254
H 0.06920 -2.84656 4.46031
H -0.12064 -3.16860 2.76048
H -2.53617 -2.84899 4.62884
H -1.72052 -4.38713 4.36724
H -2.52372 -3.58210 3.02414
C 2.69896 -5.84343 -2.47323
C 1.51365 -4.90698 -2.29762
N 1.50605 -4.23265 -1.01253
C 0.24895 -3.56846 -0.71253
C -0.18129 -2.39946 -1.60606
C 2.71147 -3.48586 -0.68436
C 3.15677 -2.38214 -1.65224
H 2.75468 -6.55888 -1.65159
H 2.59196 -6.40019 -3.40624
H 3.64514 -5.30314 -2.52388
H 0.58990 -5.49006 -2.35680
H 1.48838 -4.20890 -3.15101
H 0.29664 -3.22940 0.32584
H -0.53468 -4.33273 -0.74164
H 0.40689 -1.50090 -1.42543
H -1.22424 -2.14697 -1.40062
H -0.10781 -2.65133 -2.66534
H 3.53116 -4.20043 -0.57837
H 2.56603 -3.06033 0.31166
H 3.11752 -2.71695 -2.69063
H 4.18958 -2.10131 -1.43780
H 2.54939 -1.48264 -1.56547
C 5.30953 -7.23603 -8.33806
C 3.89387 -7.27809 -8.89249
N 2.90938 -7.69759 -7.90987
C 1.61745 -8.02581 -8.48639
C 0.81911 -6.90218 -9.15802
C 2.88047 -6.92274 -6.67972
C 2.63639 -5.41180 -6.78107
H 5.57352 -8.19279 -7.88529
H 6.01498 -7.02884 -9.14383
H 5.43447 -6.45482 -7.58768
H 3.85574 -8.00621 -9.70790
H 3.66253 -6.30000 -9.34447
H 1.00763 -8.47629 -7.69827
H 1.78851 -8.81634 -9.22400
H 0.38788 -6.21408 -8.43203
H -0.00516 -7.33097 -9.73135
H 1.43510 -6.32586 -9.84962
H 3.83214 -7.07961 -6.16626
H 2.12546 -7.36808 -6.02641
H 3.22620 -4.95116 -7.57515
H 2.92478 -4.93368 -5.84250
H 1.58863 -5.17317 -6.95910
```

Summary:
**Strongest force on any atom**: 0.8 eV Å⁻¹
**Net charge**: -1
**Total energy**: -137379.8308 eV

=====

[2]
This record from the OMol25 dataset describes 12 unconnected molecules or ions with the total composition C32H78Cl8N5O17P3 at a distorted geometry. The level of theory is ωB97M-V/def2-TZVPD.

Geometry as XYZ:
```
143
Properties=species:S:1:pos:R:3
C -2.53857 2.22585 13.27546
O -3.05017 0.95650 13.33539
P -3.39853 0.37499 14.87639
O -3.87687 1.33297 15.90973
O -4.58197 -0.77625 14.54579
C -5.77084 -0.11631 13.99238
O -2.06035 -0.53149 15.34376
C -1.76619 -1.58122 14.49631
H -3.14146 2.87782 13.90756
H -2.53317 2.64798 12.27053
H -1.55708 2.24482 13.74919
H -6.51823 0.22973 14.70636
H -6.33071 -0.91560 13.50680
H -5.49953 0.62605 13.24179
H -2.51425 -1.77373 13.72725
H -1.68460 -2.46976 15.12236
H -0.74530 -1.62467 14.11682
C -0.25731 3.45453 10.39534
O -0.87167 4.68662 10.10577
P -0.41929 6.03544 10.76653
O 1.07913 6.11526 11.00693
O -1.00965 7.16595 9.71839
C -0.14352 7.77992 8.87317
O -1.40734 6.09553 12.04987
C -1.39594 7.26385 12.86227
H 0.51464 3.19890 9.66950
H -1.01636 2.67603 10.47198
H 0.12179 3.39030 11.41527
H 0.90687 7.49619 8.93852
H -0.08750 8.86848 8.87667
H -0.51749 7.59854 7.86553
H -0.86791 8.13134 12.46638
H -0.85354 7.04959 13.78314
H -2.32816 7.69190 13.23084
C 3.79517 12.57329 13.89180
O 2.90086 11.63003 14.55469
P 2.97296 10.06978 14.25913
O 4.25375 9.30809 14.48242
O 1.69304 9.46533 15.07016
C 0.48623 10.14404 15.33732
O 2.51631 10.07076 12.65462
C 2.34583 8.94489 11.89776
H 4.64220 12.88453 14.50317
H 3.09366 13.32664 13.53340
H 4.32817 12.14147 13.04472
H 0.81009 11.13588 15.65271
H -0.15970 9.56360 15.99607
H -0.08837 10.55652 14.50798
H 1.33965 9.01015 11.48369
H 2.38311 8.05184 12.52160
H 3.09105 8.93619 11.10236
C -0.20744 13.39697 4.58903
N -0.24011 12.15590 5.33238
C -1.18915 11.76320 6.22569
C -1.41004 10.31826 6.54685
O -1.86779 12.56791 6.79261
H -1.16665 13.82745 4.30145
H 0.29154 13.16582 3.64791
H 0.24169 14.13182 5.25714
H 0.38097 11.45340 4.95708
H -0.49341 9.79442 6.27578
H -2.32262 10.01673 6.03268
H -1.68874 10.13993 7.58542
C 0.50169 4.69338 1.49151
N 0.44020 5.24356 2.88118
C -0.59381 5.44843 3.61624
C -0.25709 5.89866 5.01138
O -1.71069 5.14061 3.22505
H 0.46540 5.46435 0.72184
H -0.37266 4.04919 1.39854
H 1.45459 4.17304 1.58804
H 1.27421 5.43586 3.41740
H 0.78239 5.90484 5.33935
H -0.93337 5.33979 5.65822
H -0.54773 6.93744 5.16812
C 3.39276 3.71448 11.67208
N 2.66220 2.49493 11.43124
C 2.91504 1.80118 10.29769
C 2.35936 0.45862 10.05467
O 3.66923 2.25536 9.46677
H 2.94283 4.44342 12.34610
H 3.50229 4.31099 10.76639
H 4.40497 3.48193 12.00291
H 2.24833 2.10487 12.26591
H 2.68614 -0.07178 10.94909
H 2.89085 -0.05206 9.25165
H 1.28895 0.25611 10.01844
C -4.70097 5.05928 14.09776
N -5.91688 5.69590 13.67610
C -6.67359 5.17544 12.71848
C -8.13030 5.75565 12.65841
O -6.31469 4.32802 11.97977
H -4.10253 4.73257 13.24733
H -4.85724 4.18649 14.73173
H -4.06662 5.80251 14.58078
H -6.15993 6.42915 14.32677
H -8.67696 5.28340 13.47465
H -8.58832 5.52293 11.69708
H -8.24199 6.79134 12.97928
C 7.10675 4.37868 9.19883
N 5.73170 4.41510 8.90684
C 5.07481 5.51662 8.55395
C 3.57347 5.45179 8.21204
O 5.67722 6.54321 8.27832
H 7.29600 4.13786 10.24492
H 7.54330 5.33418 8.90807
H 7.58809 3.59614 8.61228
H 5.20468 3.55356 8.91748
H 3.27435 5.87230 7.25194
H 3.03880 5.84366 9.07730
H 3.52279 4.36318 8.19062
Cl 1.17651 11.43131 9.32589
C 2.36009 11.68425 7.96297
C 2.66127 10.41023 7.22590
Cl 3.61092 9.11652 8.11483
H 3.32306 11.96690 8.38830
H 1.92182 12.40308 7.27064
H 2.96025 10.46297 6.17903
H 1.75160 9.91880 6.88077
Cl -5.56701 7.35927 7.91194
C -5.20576 5.84040 8.82542
C -3.93664 5.14276 8.55895
Cl -4.07245 4.31370 6.99610
H -5.94913 5.07444 8.60450
H -5.28883 6.12913 9.87319
H -3.88696 4.31582 9.26733
H -3.11821 5.86257 8.57126
Cl -6.90496 1.95965 8.56181
C -5.36875 1.08844 8.30222
C -4.53774 1.13649 9.54530
Cl -2.82272 0.58164 9.39691
H -4.78697 1.55478 7.50714
H -5.62724 0.07449 7.99694
H -4.98984 0.59247 10.37461
H -4.53421 2.11010 10.03538
Cl -6.22598 9.13600 12.56300
C -4.63371 8.75327 11.67759
C -3.80821 9.89301 11.32778
Cl -3.05279 10.50724 12.81891
H -4.90707 8.34913 10.70288
H -4.05487 8.06969 12.29868
H -4.40218 10.64128 10.80299
H -2.98297 9.57667 10.68981
```

Summary:
**Strongest force on any atom**: 4.6 eV Å⁻¹
**SMILES**: COP(=O)(OC)OC.COP(=O)(OC)OC.COP(=O)(OC)OC.CNC(C)=O.CNC(C)=O.CNC(C)=O.CNC(C)=O.CNC(C)=O.ClCCCl.ClCCCl.ClCCCl.ClCCCl
**Total energy**: -204758.3205 eV

=====

[3]
This record from the OMol25 dataset describes a molecular structure, C32H78F9O16Y at a distorted geometry. The level of theory is ωB97M-V/def2-TZVPD.

Geometry as XYZ:
```
136
Properties=species:S:1:pos:R:3
Y 21.84160 -32.81565 1.40498
C 25.62521 -37.04798 -2.05282
O 26.64961 -36.01180 -1.95630
O 24.46232 -36.33018 -1.62224
C 25.67310 -37.80438 -3.41541
F 26.50374 -38.88949 -3.34668
F 24.45166 -38.26115 -3.79409
F 26.13958 -37.04923 -4.45914
C 28.01275 -36.42259 -1.85435
C 28.97884 -35.21029 -1.91024
H 30.00923 -35.45751 -1.65474
H 29.00649 -34.73500 -2.89077
H 28.71187 -34.44554 -1.18088
H 28.23335 -37.04013 -2.72503
H 28.28718 -36.97111 -0.95329
H 25.82811 -37.78264 -1.27358
C 27.90413 -33.61191 5.55323
O 28.72642 -32.59148 4.99991
O 26.79701 -33.64240 4.65832
C 28.65564 -35.01102 5.85090
F 29.60987 -34.90655 6.78821
F 27.81074 -35.94147 6.34156
F 29.16209 -35.55349 4.75084
C 29.86482 -32.16179 5.70850
C 30.66413 -31.36519 4.67670
H 31.35955 -30.68208 5.16438
H 31.23663 -31.98509 3.98671
H 30.00002 -30.79181 4.02995
H 30.48705 -32.95652 6.12002
H 29.58963 -31.47012 6.50473
H 27.61212 -33.13623 6.48948
C 21.16526 -28.82793 7.40680
O 20.82727 -29.88351 8.33839
O 21.07030 -29.50015 6.12446
C 20.35377 -27.43584 7.62549
F 20.06401 -27.24239 8.92214
F 21.09365 -26.38954 7.21342
F 19.19377 -27.35497 6.98325
C 21.48715 -29.98461 9.58207
C 21.02589 -31.16567 10.41503
H 19.96216 -31.03058 10.61081
H 21.10409 -32.08266 9.83099
H 21.66769 -31.25280 11.29173
H 21.30278 -29.12979 10.23277
H 22.56355 -30.10157 9.45639
H 22.21858 -28.63735 7.61247
C 32.30647 -42.10347 8.78768
C 33.42495 -43.11103 8.79862
O 33.23342 -43.91640 9.92277
H 32.48464 -41.30927 9.51267
H 31.36949 -42.50302 9.17567
H 32.23228 -41.64022 7.80381
H 34.35878 -42.60672 9.04707
H 33.63988 -43.59446 7.84562
H 34.10641 -44.19122 10.21256
C 35.62968 -37.50382 3.40300
C 36.07160 -38.46201 4.49797
O 37.43791 -38.70557 4.27657
H 34.63128 -37.08768 3.53764
H 35.59474 -38.01800 2.44253
H 36.27821 -36.64167 3.24741
H 35.47652 -39.37118 4.41210
H 35.82660 -37.99406 5.45143
H 37.69791 -39.36158 4.92746
C 23.61836 -44.80311 8.62276
C 23.22181 -43.57390 9.46554
O 21.83761 -43.64194 9.70645
H 24.60724 -44.71186 8.17344
H 22.96193 -44.95395 7.76577
H 23.59259 -45.72515 9.20352
H 23.49612 -42.62171 9.01148
H 23.82120 -43.60444 10.37543
H 21.63513 -43.17100 10.51813
C 19.96764 -38.14754 6.18385
C 19.69826 -37.70931 4.73880
O 19.64832 -36.29895 4.74252
H 19.13352 -37.91147 6.84461
H 20.85528 -37.66541 6.59343
H 19.99903 -39.23416 6.26362
H 18.76179 -38.14654 4.39247
H 20.50473 -38.04459 4.08665
H 19.14569 -35.99122 5.50033
C 29.45698 -23.77972 6.28802
C 28.40588 -24.01141 7.39884
O 28.96845 -23.40131 8.53871
H 29.60015 -22.71577 6.09931
H 29.19874 -24.29298 5.36175
H 30.41025 -24.18965 6.62169
H 28.31146 -25.07250 7.62964
H 27.46895 -23.53856 7.10441
H 28.52852 -22.56334 8.69959
C 25.98766 -27.28540 0.54241
C 26.18895 -28.48967 -0.36967
O 25.63528 -29.51249 0.43830
H 24.94518 -26.99653 0.67615
H 26.58985 -26.44456 0.19822
H 26.44009 -27.48578 1.51362
H 27.22319 -28.73596 -0.61008
H 25.63875 -28.29792 -1.29087
H 26.31277 -29.79761 1.05579
C 27.66326 -43.36537 1.48645
C 29.12017 -43.12241 1.95830
O 29.73090 -44.30641 1.73530
H 27.27641 -44.31038 1.86773
H 27.64176 -43.33742 0.39702
H 27.00044 -42.61824 1.92298
H 29.12122 -42.85573 3.01518
H 29.64921 -42.29198 1.49074
H 30.21788 -44.26665 0.90894
C 34.75517 -27.16476 12.39615
C 33.56427 -26.64175 11.58403
O 33.40071 -25.30825 12.05733
H 35.69392 -26.70262 12.09072
H 34.91255 -28.23357 12.25128
H 34.65177 -27.03640 13.47361
H 32.67102 -27.22602 11.80504
H 33.78529 -26.84465 10.53614
H 32.61917 -24.96721 11.61634
C 36.33787 -29.79473 -1.42561
C 35.51884 -28.51968 -1.60020
O 36.15929 -27.72335 -2.57368
H 35.77524 -30.47885 -0.79038
H 37.26176 -29.68293 -0.85813
H 36.59367 -30.37852 -2.30983
H 35.39963 -27.96964 -0.66673
H 34.53267 -28.81993 -1.95433
H 36.01342 -28.19453 -3.39728
C 37.88160 -24.56321 5.76565
C 38.52667 -25.98716 6.03668
O 37.52349 -26.92751 6.08868
H 37.22622 -24.30798 6.59838
H 37.27324 -24.35763 4.88489
H 38.66467 -23.80513 5.77996
H 39.13736 -25.98728 6.93954
H 39.18333 -26.24731 5.20649
H 37.85198 -27.75529 6.44711
```

Summary:
**Strongest force on any atom**: 4.7 eV Å⁻¹
**ΔE to the lowest compared entry with this formula, charge and spin**: 594.2 kcal/mol
**Total energy**: -92686.7790 eV

=====

Among the records above, which one has the lowest strongest force on any atom? C32H73AlBBrF5N4O3